Record 1
Below is a molecular structure, C17H41Cl2N3NbO3P at a distorted geometry, with properties calculated with ωB97M-V with the def2-TZVPD basis set.

Calculated values
- HOMO energy: -6.83 eV

```
! RIJCOSX wB97M-V def2-TZVPD def2/J DEFGRID3
* xyz 0 1
Nb -0.90974 1.91642 0.34687
Cl -0.97099 5.57873 0.40211
Cl -4.01630 2.91096 -1.46672
P 1.81284 -2.07656 1.54038
O 1.64048 -1.87400 3.04009
O 0.82786 -3.41738 1.11644
O 3.40540 -2.58787 1.15410
N -5.10950 -2.70066 -2.07829
N 0.61649 1.91722 3.71070
N -2.04312 2.02804 2.19576
C 0.98859 2.73944 1.30648
C -2.52782 -0.30905 -2.68274
C 0.44223 -5.87889 1.25526
C -1.11604 0.15342 -3.28714
C -1.76150 3.99515 -0.13254
C 1.39364 2.07620 2.68354
C 0.19593 1.82944 -1.63643
C -0.71580 1.64197 -2.93126
C 4.25478 -1.45662 0.85070
C 2.92266 1.59312 2.87366
C 1.29760 -0.53289 0.56850
C -3.49879 5.72495 -1.11707
C 1.29747 -4.61286 1.76370
C -0.17384 -0.16033 1.01969
C 5.79268 -1.84173 1.05811
C -2.96354 4.24041 -0.84580
C -0.03953 -0.96411 -2.95296
H 1.27534 -4.54868 2.90290
H -3.96126 6.10492 -0.14774
H 0.37795 -5.76668 0.13027
H -0.55791 -5.88885 1.77288
H -1.64064 2.29477 -2.89467
H -2.41792 -0.69082 -1.62603
H 1.08219 1.11341 -1.66832
H 0.67479 2.86754 -1.75397
H -0.87560 -0.96237 0.59844
H -0.21970 -1.84397 -3.66061
H -3.01663 2.18255 1.89954
H -5.27558 -1.72965 -1.79255
H 1.25466 -0.87602 -0.51778
H -4.29345 5.66490 -1.93194
H -2.68459 6.39728 -1.50857
H -2.32894 1.03174 -0.34833
H 1.84620 2.49679 0.58340
H -0.30328 -1.37545 -1.91945
H 2.06065 0.29174 0.61027
H -2.84379 -1.20952 -3.33173
H -1.26526 0.11923 -4.42114
H 1.03436 -0.63050 -3.02343
H 2.38042 -4.87244 1.51226
H 1.07490 -6.79620 1.48761
H 2.92164 0.49476 3.14401
H 1.01821 3.85733 1.45708
H 4.01671 -0.64749 1.61164
H 3.32282 2.17373 3.76867
H -5.84670 -3.30049 -1.69924
H 4.08210 -1.04215 -0.18556
H -5.11112 -2.75943 -3.10000
H -0.10667 2.03776 -3.81812
H 1.13566 1.48767 4.49033
H 6.26018 -1.05240 1.72895
H 5.85081 -2.82623 1.60458
H -4.19903 -3.00825 -1.72083
H -1.98858 1.12075 2.68711
H -0.27511 -0.25570 2.15381
H 3.52117 1.80326 1.93026
H 6.31531 -1.85408 0.05597
H -3.33646 0.46469 -2.81511
*
```

Record 2
Below is a molecular structure, C17H42Br2FLiMgN3O17P at a distorted geometry, with properties calculated with ωB97M-V with the def2-TZVPD basis set.

Calculated values
- HOMO energy: -6.09 eV

```
! RIJCOSX wB97M-V def2-TZVPD def2/J DEFGRID3
* xyz 0 1
Br 0.05161 -0.19512 1.51007
Br -3.07557 1.78042 1.18377
P -6.20650 -3.36617 0.75841
Mg -2.61248 1.69626 3.45390
F -2.36339 3.84487 4.20392
O 5.45141 -0.09638 -0.67298
O -2.50897 -3.02236 -1.23812
O 5.22926 2.26286 -3.36350
O -7.28979 -2.81515 1.80545
O -3.73536 -4.74392 -1.39703
O 0.32296 -2.33008 -2.93790
O -1.47426 -1.69228 -4.10322
O -6.76586 -4.00439 -0.44303
O -5.23507 -4.26547 1.63321
O -2.02569 -4.78645 0.03883
O 1.56457 0.12785 -5.03616
O 2.87603 5.18795 7.10735
O 3.47056 3.85783 2.55848
O -0.18635 -0.30238 -2.91185
O -5.29024 -2.10330 0.47328
O 3.42493 -0.04239 0.08511
O 4.36793 -2.05320 -0.33960
N 1.06108 5.33068 4.38586
N 0.08034 3.71064 2.70205
N -1.13344 4.61931 4.52272
C -5.84647 -1.03591 -0.28311
C 2.43761 3.29760 1.74944
C -2.81294 -0.06772 1.80043
C 1.10961 4.14609 1.70872
C -0.49255 -1.44953 -3.35586
C 4.41666 -0.85649 -0.30739
C 3.71353 1.14436 -5.40188
C 6.59615 -0.81186 -1.16065
C 3.21380 -1.18737 -6.19339
C 2.21271 -0.72373 0.41141
C -5.70745 -5.51838 2.11002
C -0.02239 4.53988 3.83810
C -2.71533 -4.22165 -0.82416
C -1.55499 -0.19917 2.63986
C 6.38018 -1.29627 -2.58091
C -8.51090 -3.53423 1.97373
C 2.65030 0.20530 -5.95316
Li -2.95280 -2.98011 -3.48205
H 7.42963 -0.10935 -1.13859
H -1.20158 5.20027 5.35493
H 5.57305 -2.02797 -2.63088
H -3.70394 -0.29880 2.39227
H 1.52805 0.01663 0.84364
H 7.28722 -1.76003 -2.97048
H 2.43843 -1.85302 -6.57764
H 4.08798 0.78362 -4.44817
H -9.33698 -2.91638 1.62083
H 2.21869 2.26631 2.12813
H 3.14873 4.57851 3.10535
H -6.48632 -5.92848 1.46422
H 1.90901 -0.22542 -4.20728
H 1.76003 -1.13310 -0.49424
H -8.51548 -4.47664 1.42605
H 6.84741 -1.63394 -0.48807
H 2.50768 5.52409 7.93103
H -8.65173 -3.74264 3.03499
H 2.27171 5.50690 6.43129
H 3.57512 -1.62626 -5.25878
H 2.81601 3.16640 0.70620
H -6.09616 -5.39672 3.12392
H -5.15493 -0.77745 -1.08558
H 1.30984 5.25135 1.71411
H 0.66396 3.94812 0.69818
H 3.29405 2.13609 -5.22446
H -5.96783 -0.17376 0.37717
H 1.74289 4.63618 4.70935
H 2.25318 0.60655 -6.88938
H 4.03971 -1.16249 -6.90907
H -0.82831 3.73091 2.22777
H 4.55487 1.23893 -6.09337
H -2.80130 -0.69865 0.91272
H 4.74345 2.17459 -2.53592
H 2.38374 -1.51096 1.14450
H -1.42683 0.60457 3.37852
H -4.87201 -6.21581 2.13152
H 1.45051 5.95043 3.67789
H 6.09948 -0.46498 -3.23099
H 5.34985 3.21300 -3.46317
H -6.81530 -1.29357 -0.71378
H -1.53805 -1.15745 3.15710
*
```

no.,E_tot (hartree),HOMO-LUMO gap (eV)
1,-2380.68472,4.504
2,-7912.77341,3.203